# 1
# C28H78N4O15

A 9-piece molecular cluster, C28H78N4O15 overall at a distorted geometry (wB97M-V/def2-TZVPD, the OMol25 dataset).

Summary:
LUMO	0.39	eV
E_tot	-2460.8195	hartree
E_HOMO	-8.479	eV
2S+1	1
structure (SMILES)	COC[C@H](C)N.COC[C@H](C)N.COC[C@H](C)N.COCCNCCOC.OCCO.OCCO.OCCO.OCCO.OCCO

XYZ file:
```
125
Properties=species:S:1:pos:R:3:forces:R:3:lowdin_charge:R:1
C 15.594 -44.807 5.466 0.9 -1.9 1.2 -0.07
O 15.964 -45.933 6.315 0.9 0.4 0.5 -0.23
C 16.868 -45.464 7.374 -1.9 -0.3 -0.4 -0.19
C 17.003 -46.565 8.425 0.0 0.0 -0.9 -0.44
C 17.857 -46.047 9.564 0.5 0.7 -0.1 -0.07
N 17.551 -47.781 7.792 1.2 0.7 0.4 0.03
H 15.136 -44.139 6.197 -0.1 0.8 -0.8 0.08
H 14.927 -45.170 4.684 -0.1 0.1 0.3 0.09
H 16.552 -44.533 5.024 -0.3 1.0 -0.2 0.09
H 17.808 -45.047 7.013 0.5 -0.8 -0.5 0.13
H 16.419 -44.565 7.797 -0.4 0.0 0.5 0.11
H 16.044 -46.990 8.724 -0.7 1.5 0.6 0.13
H 18.185 -46.831 10.247 -0.1 0.2 0.1 0.08
H 17.476 -45.169 10.085 -1.1 -0.5 0.5 0.08
H 18.723 -45.507 9.180 0.6 -0.8 -0.5 0.07
H 16.999 -47.927 6.959 -0.1 -0.5 0.0 0.06
H 17.357 -48.470 8.504 0.1 -0.8 -0.6 0.07
C 25.840 -29.937 13.645 -0.4 -0.1 1.5 -0.14
O 24.974 -30.680 12.833 0.4 -1.1 0.1 -0.19
C 25.257 -30.450 11.473 -1.5 0.0 -1.4 -0.18
C 24.410 -31.375 10.453 0.8 -0.8 2.0 -0.42
C 25.086 -32.735 10.176 -0.5 1.5 -0.3 -0.06
N 24.114 -30.744 9.177 0.3 1.1 0.9 0.02
H 25.469 -30.045 14.664 -0.4 0.2 0.0 0.09
H 25.857 -28.872 13.413 0.0 0.1 -0.3 0.09
H 26.859 -30.301 13.768 0.3 -0.3 -0.9 0.09
H 24.903 -29.426 11.360 0.4 0.4 -0.9 0.11
H 26.325 -30.551 11.277 0.1 0.1 -0.2 0.12
H 23.486 -31.636 10.969 -0.2 0.3 0.3 0.12
H 25.283 -33.396 11.019 -0.1 0.3 0.0 0.08
H 26.001 -32.429 9.669 0.2 -0.8 -0.3 0.08
H 24.313 -33.134 9.519 0.7 -0.9 -0.3 0.07
H 23.273 -30.204 9.320 0.0 0.1 -0.6 0.07
H 24.046 -31.333 8.359 -0.1 -0.2 0.4 0.07
C 9.896 -33.853 12.562 -0.8 0.5 -0.4 -0.13
O 10.629 -34.746 11.775 0.5 -1.0 -1.2 -0.19
C 9.829 -35.787 11.151 0.2 0.6 -0.8 -0.18
C 10.533 -36.511 9.967 1.6 0.8 0.2 -0.41
C 10.839 -35.588 8.728 -0.4 -0.1 2.1 -0.05
N 9.880 -37.837 9.654 0.8 1.5 0.7 0.03
H 10.495 -33.199 13.196 0.6 -0.8 0.3 0.09
H 9.136 -34.401 13.120 -0.1 0.2 0.4 0.09
H 9.424 -33.090 11.944 -0.6 -0.2 -0.4 0.08
H 9.601 -36.495 11.947 -0.3 -0.2 -0.1 0.12
H 8.928 -35.404 10.671 -0.5 0.5 0.6 0.13
H 11.513 -36.709 10.402 0.4 -0.2 0.0 0.12
H 11.728 -35.871 8.165 -0.6 -0.7 -0.5 0.07
H 11.210 -34.671 9.187 -0.4 0.4 0.0 0.06
H 9.904 -35.387 8.206 0.4 -0.1 -0.5 0.07
H 10.718 -38.400 9.634 -0.1 -0.7 -0.7 0.06
H 9.552 -38.072 10.580 -0.8 -0.6 0.2 0.04
C 15.374 -36.716 3.792 0.3 0.8 -1.6 -0.13
O 16.776 -36.933 3.750 0.1 -2.3 0.2 -0.21
C 17.196 -38.264 3.198 0.5 1.7 1.3 -0.16
C 18.300 -38.715 4.114 1.3 -0.8 1.3 -0.23
N 17.918 -38.912 5.548 0.3 -1.0 -1.5 -0.05
C 19.069 -39.058 6.504 -1.2 1.7 -1.2 -0.18
C 19.774 -37.735 6.793 -0.1 1.2 0.9 -0.21
O 18.927 -36.609 7.165 -1.5 -1.2 0.5 -0.20
C 17.946 -36.907 8.219 1.1 0.2 -0.1 -0.09
H 14.684 -37.461 4.188 0.6 -0.5 0.4 0.08
H 15.144 -36.589 2.735 -0.9 0.2 -0.1 0.08
H 15.210 -35.765 4.300 0.0 -0.1 0.1 0.08
H 17.672 -38.155 2.224 -0.3 0.4 -0.2 0.11
H 16.399 -39.003 3.116 -0.3 0.3 0.3 0.12
H 19.174 -38.064 4.110 -0.2 0.9 -0.4 0.11
H 18.765 -39.604 3.687 -0.4 -0.7 0.1 0.11
H 17.268 -38.149 5.674 0.4 0.3 1.1 0.08
H 19.852 -39.677 6.065 -0.3 -0.4 0.0 0.11
H 18.681 -39.499 7.422 0.2 -0.1 -0.1 0.10
H 20.390 -37.324 5.993 -0.4 -0.2 -0.5 0.11
H 20.525 -37.878 7.571 0.0 -0.3 0.5 0.11
H 18.506 -37.095 9.135 0.0 -0.1 0.2 0.08
H 17.249 -37.735 8.083 0.4 -0.4 -0.7 0.07
H 17.268 -36.078 8.418 0.5 0.5 -0.5 0.08
O 20.092 -34.874 15.300 0.0 -1.2 -0.4 -0.05
C 20.326 -33.625 14.720 0.2 0.7 1.3 -0.27
C 19.935 -32.553 15.714 0.6 0.5 -0.6 -0.26
O 18.526 -32.632 15.931 0.4 0.2 0.0 -0.06
H 19.192 -34.971 15.620 -0.2 0.3 -0.1 0.08
H 21.403 -33.602 14.554 0.0 0.2 -0.2 0.12
H 19.809 -33.372 13.794 -0.2 -0.6 -0.3 0.12
H 20.235 -31.608 15.260 -0.3 0.4 -0.1 0.11
H 20.516 -32.603 16.635 -0.2 -0.4 0.3 0.12
H 18.245 -31.739 16.143 -0.3 -0.1 0.1 0.08
O 16.633 -35.314 -3.617 0.1 -1.0 0.9 -0.06
C 15.634 -34.486 -3.082 -1.4 2.0 -1.0 -0.25
C 14.277 -34.869 -3.776 -0.4 -0.2 0.1 -0.22
O 13.075 -34.125 -3.483 1.1 0.8 1.1 -0.09
H 16.963 -34.978 -4.453 -0.2 0.3 0.1 0.09
H 15.466 -34.507 -2.005 0.6 -1.0 0.1 0.12
H 15.949 -33.453 -3.226 -0.4 0.3 -0.3 0.11
H 14.183 -35.876 -3.369 -0.3 -0.4 -0.6 0.11
H 14.357 -34.834 -4.862 0.6 -0.4 0.0 0.11
H 12.280 -34.482 -3.887 0.4 -0.4 -0.2 0.08
O 20.134 -31.640 1.749 0.4 -1.2 -0.5 -0.07
C 19.738 -33.028 1.818 -1.6 -1.2 -0.4 -0.23
C 20.685 -34.045 1.051 -0.8 3.7 0.8 -0.22
O 21.770 -34.105 1.915 1.6 -1.6 0.5 -0.08
H 19.605 -31.156 2.387 0.0 0.0 0.0 0.08
H 19.647 -33.340 2.858 0.7 -0.1 0.3 0.11
H 18.700 -33.193 1.526 -0.2 0.5 -0.8 0.10
H 21.019 -33.521 0.156 -0.3 -0.1 -0.5 0.11
H 20.240 -34.993 0.750 0.1 0.0 0.7 0.12
H 21.932 -33.214 2.232 0.1 0.1 0.0 0.08
O 7.268 -41.491 6.301 1.1 0.4 1.6 -0.04
C 7.324 -41.198 4.958 0.1 -0.5 -2.1 -0.28
C 8.746 -41.088 4.295 -0.5 -0.1 2.3 -0.17
O 9.614 -40.225 5.109 -0.1 -0.7 -1.3 -0.08
H 7.849 -40.852 6.720 -0.1 -0.1 0.8 0.07
H 6.844 -42.112 4.608 -0.3 0.5 -1.2 0.12
H 6.761 -40.289 4.746 -0.3 0.0 -0.2 0.12
H 8.741 -40.773 3.252 -0.3 0.5 0.2 0.11
H 9.137 -42.106 4.291 0.5 0.1 0.2 0.11
H 9.184 -39.861 5.886 -0.2 0.0 -0.2 0.06
O 23.229 -42.090 2.761 0.3 0.4 -0.3 -0.08
C 23.727 -40.889 2.105 0.0 -0.7 -0.1 -0.23
C 25.017 -40.471 2.791 -1.4 0.2 -0.2 -0.26
O 24.729 -39.914 4.054 1.0 0.4 0.5 -0.06
H 23.117 -42.811 2.137 0.1 0.1 -0.1 0.08
H 23.992 -41.031 1.057 -0.3 -0.4 -0.2 0.11
H 22.895 -40.188 2.166 0.4 0.5 0.0 0.12
H 25.560 -39.706 2.236 -0.2 0.2 -0.1 0.12
H 25.643 -41.361 2.732 0.2 -0.2 0.8 0.11
H 24.030 -40.345 4.551 0.0 -0.5 -0.4 0.08
```
Forces are in eV/Å.


# 2
# C28H79AsF6N7O8

C28H79AsF6N7O8 as an isolated structure at a distorted geometry (wB97M-V/def2-TZVPD, the OMol25 dataset).

Summary:
LUMO	2.27	eV
E_tot	-4934.3427	hartree
total charge	-1
E_HOMO	-6.316	eV
2S+1	1
energy relative to the best compared isomer or geometry (same formula, charge and spin)	420.7	kJ/mol

XYZ file:
```
129
Properties=species:S:1:pos:R:3:forces:R:3:lowdin_charge:R:1
As -0.242 -0.040 -1.412 0.7 0.4 -0.2 1.00
F -1.486 1.207 -1.261 0.4 -1.1 -0.1 -0.26
F 0.607 0.770 -0.033 -0.7 -1.2 -1.6 -0.29
F 1.098 -1.233 -1.690 -1.5 1.3 0.8 -0.28
F -1.166 -0.952 -2.667 0.6 1.2 1.2 -0.28
F 0.554 1.056 -2.634 -0.9 -1.6 1.5 -0.28
F -1.141 -1.092 -0.177 1.7 1.0 -1.6 -0.31
O 0.529 -1.476 -4.800 0.2 -0.3 -0.6 -0.06
H -0.199 -1.275 -4.212 -0.2 0.0 0.2 -0.02
H 1.313 -1.312 -4.275 0.1 0.1 0.2 0.02
C -2.719 -6.147 0.264 1.9 1.9 0.3 -0.06
C -1.536 -5.983 -0.809 -1.8 -0.7 1.2 -0.38
C -0.325 -5.160 -0.271 -0.8 -0.6 -1.8 -0.18
O 0.668 -5.239 -1.321 -0.2 0.7 0.7 -0.21
C 1.825 -4.478 -0.946 0.2 -1.6 0.3 -0.08
N -1.085 -7.347 -1.130 0.5 0.6 -0.2 0.02
H -2.951 -5.126 0.564 -0.6 0.3 -0.1 0.05
H -2.274 -6.511 1.190 0.2 -0.6 -0.1 0.06
H -3.650 -6.694 0.110 0.4 -0.1 -0.8 0.06
H -1.902 -5.510 -1.721 -0.1 0.3 0.1 0.13
H 0.038 -5.659 0.627 0.2 0.2 0.4 0.12
H -0.575 -4.108 -0.130 -0.1 0.0 0.4 0.12
H 2.671 -4.825 -1.538 -0.3 0.5 -0.7 0.09
H 2.117 -4.896 0.018 0.0 0.7 0.7 0.07
H 1.689 -3.396 -0.947 -0.1 -0.1 -0.1 0.07
H -0.093 -7.214 -0.993 0.5 -0.9 -0.2 0.05
H -1.163 -7.420 -2.135 0.0 -0.4 -0.2 0.07
C -2.684 0.730 2.534 -0.4 0.9 0.1 -0.04
C -3.126 -0.692 2.399 1.4 -0.5 0.2 -0.47
C -4.249 -1.009 3.406 -0.2 0.8 -0.1 -0.17
O -4.103 -0.580 4.789 1.7 -1.4 0.2 -0.19
C -3.065 -1.317 5.553 -0.1 -0.3 -1.5 -0.08
N -3.556 -0.939 1.057 -1.9 -0.2 -1.4 0.04
H -1.936 1.012 1.793 0.3 -0.2 0.1 0.07
H -2.354 0.926 3.554 0.3 0.1 -0.1 0.08
H -3.527 1.394 2.343 -0.2 0.1 0.0 0.08
H -2.209 -1.280 2.417 0.3 -0.5 1.5 0.11
H -4.639 -2.018 3.267 0.4 -0.6 0.6 0.12
H -5.079 -0.408 3.035 -0.1 0.3 0.1 0.11
H -2.042 -1.247 5.182 0.1 1.0 -0.6 0.05
H -3.178 -2.393 5.425 -0.8 -0.3 0.4 0.07
H -2.959 -1.061 6.607 -0.9 0.3 -0.2 0.08
H -3.795 -1.902 0.871 -0.4 -0.4 0.6 0.08
H -2.815 -0.836 0.378 0.2 0.7 0.3 0.03
C 0.333 3.785 1.308 -0.6 -0.4 0.4 -0.07
C 1.448 4.771 0.932 -0.3 -0.9 0.2 -0.41
C 2.505 4.992 2.026 0.8 -0.1 -1.2 -0.18
O 3.631 5.603 1.339 0.0 0.3 1.8 -0.21
C 4.694 5.710 2.291 -0.2 0.6 -0.6 -0.11
N 2.004 4.275 -0.325 -0.4 1.0 0.4 0.05
H -0.468 4.075 1.987 0.2 0.8 0.2 0.07
H 0.705 2.874 1.777 0.6 0.0 0.0 0.06
H -0.212 3.411 0.441 0.2 0.3 -0.3 0.07
H 1.114 5.798 0.785 -0.6 0.0 -0.4 0.13
H 2.919 4.106 2.508 -0.4 -0.5 0.0 0.11
H 2.137 5.670 2.796 -0.1 0.1 0.1 0.12
H 4.410 6.173 3.235 -0.6 -0.1 0.2 0.08
H 5.423 6.426 1.912 0.3 -0.5 -0.4 0.09
H 5.096 4.721 2.514 0.3 0.0 -0.1 0.07
H 2.050 3.267 -0.366 0.4 0.0 0.0 0.06
H 2.862 4.788 -0.472 0.3 -0.7 -0.4 0.06
C 3.589 -0.005 0.748 -0.4 0.4 0.9 -0.07
C 4.946 0.657 0.753 0.0 0.2 2.1 -0.43
C 5.316 1.122 2.207 0.2 -0.8 0.4 -0.15
O 6.623 1.756 2.312 -1.1 -1.4 -2.1 -0.20
C 7.052 2.218 3.529 -0.3 2.2 0.2 -0.16
N 5.899 -0.353 0.294 0.4 0.9 -0.2 0.04
H 3.497 -0.754 1.534 0.6 -0.3 0.1 0.06
H 3.431 -0.541 -0.188 -0.4 0.5 -0.1 0.08
H 2.827 0.711 1.056 -0.4 0.1 -0.8 0.06
H 4.996 1.528 0.099 -0.3 0.2 0.0 0.13
H 5.291 0.247 2.857 0.5 -0.7 -0.2 0.12
H 4.512 1.659 2.711 0.0 1.1 -0.5 0.11
H 7.607 1.578 4.216 -0.5 -0.6 -0.1 0.09
H 6.224 2.779 3.962 -0.3 -0.5 1.0 0.08
H 7.701 3.065 3.306 0.6 -0.1 -0.1 0.08
H 6.743 -0.113 0.795 0.6 -0.3 -0.1 0.06
H 6.035 0.040 -0.626 0.8 -0.9 -0.6 0.07
C -6.182 1.858 -2.922 -1.4 0.8 -0.1 -0.07
C -4.782 1.659 -2.478 1.0 -0.1 1.9 -0.46
C -4.706 1.373 -0.937 -1.5 1.4 -0.3 -0.19
O -5.226 2.512 -0.237 0.2 0.6 0.5 -0.22
C -6.245 2.285 0.740 0.5 -0.4 -1.7 -0.10
N -4.029 0.603 -3.089 0.4 -0.5 -0.6 0.05
H -6.373 1.788 -3.993 0.4 -0.3 -0.1 0.08
H -6.402 2.894 -2.661 -0.3 0.1 0.0 0.08
H -6.945 1.285 -2.397 0.1 -0.5 0.0 0.07
H -4.285 2.605 -2.693 0.4 0.0 0.1 0.13
H -3.720 1.137 -0.536 0.0 0.1 -0.4 0.09
H -5.380 0.536 -0.758 0.1 -0.4 0.1 0.11
H -5.932 1.485 1.410 -0.1 0.3 0.5 0.07
H -7.121 1.955 0.181 -0.4 -0.3 0.2 0.07
H -6.505 3.246 1.185 0.3 -0.2 0.3 0.08
H -4.322 -0.272 -2.677 -0.3 -0.5 -0.2 0.07
H -3.112 0.708 -2.681 0.6 -0.1 -0.4 0.03
C 1.009 -2.195 2.172 1.9 -0.9 -0.6 -0.04
C 1.183 -3.130 3.403 -1.1 0.5 -0.2 -0.41
C 2.529 -3.005 4.146 1.3 0.9 -1.9 -0.15
O 3.682 -3.406 3.312 -1.4 -0.2 0.9 -0.21
C 3.699 -4.799 2.993 0.4 1.1 0.2 -0.11
N 0.112 -2.757 4.334 -0.4 -0.1 0.8 0.03
H 1.167 -1.147 2.428 -0.3 0.0 0.2 0.09
H 0.191 -2.315 1.462 -0.9 -0.1 1.0 0.05
H 1.794 -2.425 1.450 0.7 0.1 0.2 0.06
H 0.972 -4.177 3.184 0.5 -0.1 -0.7 0.12
H 2.569 -3.421 5.153 -0.3 -0.7 -0.1 0.11
H 2.761 -1.951 4.298 -0.3 0.2 0.0 0.12
H 2.826 -5.086 2.407 0.0 -0.2 0.0 0.06
H 3.785 -5.362 3.923 -0.1 -0.4 0.0 0.08
H 4.609 -4.920 2.406 -0.1 -0.3 0.0 0.09
H -0.222 -3.612 4.755 0.1 -0.1 0.6 0.07
H -0.702 -2.476 3.806 0.0 0.4 -0.3 0.04
C -2.018 3.734 -5.278 2.1 -0.6 0.6 -0.04
C -1.119 2.895 -6.267 -1.0 0.4 1.2 -0.45
C -0.188 1.867 -5.664 1.9 1.0 1.0 -0.21
O 0.679 1.233 -6.587 0.4 0.0 -1.6 -0.19
C 1.673 2.055 -7.230 -0.8 -0.7 0.1 -0.10
N -2.100 2.183 -6.997 -1.7 -0.4 -2.1 0.02
H -2.657 3.078 -4.686 -0.3 -0.1 -0.4 0.06
H -2.562 4.517 -5.805 -0.1 -0.2 0.0 0.07
H -1.352 4.189 -4.545 0.0 0.4 0.1 0.07
H -0.639 3.616 -6.928 0.9 0.1 0.2 0.12
H -0.657 1.084 -5.068 -0.5 0.0 -0.5 0.12
H 0.519 2.308 -4.962 -0.2 0.7 0.5 0.11
H 1.332 2.588 -8.117 -0.7 0.3 0.1 0.07
H 2.419 1.395 -7.674 0.2 -0.3 0.6 0.08
H 2.121 2.781 -6.552 0.1 -0.1 0.2 0.08
H -1.753 1.717 -7.823 0.7 -0.6 0.1 0.07
H -2.615 2.932 -7.436 -1.0 -0.1 -0.1 0.06
```
Forces are in eV/Å.